[1]
49
Properties=species:S:1:pos:R:3:lowdin_charge:R:1 method="wB97M-V/def2-TZVPD" orbital_gap_ha=0.359 charge=+1
C -2.91035 -1.08824 -0.52006 -0.221
C -2.25930 -2.34765 0.10530 -0.179
C -0.78499 -2.36858 0.39181 -0.181
C 0.13298 -2.47456 -0.88019 -0.111
N 1.22930 -1.46529 -0.89648 0.064
C 1.22725 -0.29099 -1.44922 -0.162
N 0.21625 0.17760 -2.20665 0.184
N -2.29666 0.17866 -0.02319 0.015
H -2.65478 -0.94788 -1.57228 0.077
H -3.93796 -1.24276 -0.41067 0.093
H -2.79971 -2.72551 0.96716 0.118
H -2.33262 -3.12323 -0.66583 0.101
H -0.39265 -2.96466 1.19680 0.103
H -0.46382 -1.47327 0.99683 0.090
H 0.66806 -3.43597 -0.94628 0.135
H -0.47568 -2.51724 -1.78045 0.063
H 2.13922 -1.83015 -0.52172 0.154
H 2.16128 0.21769 -1.78524 0.146
H 0.31429 1.20994 -2.35771 0.088
H -0.64673 -0.34790 -2.06663 0.083
H -1.64316 -0.06535 0.70217 0.022
H -2.99788 0.80643 0.32721 0.060
H -2.86738 3.96313 -0.39391 0.064
H -2.35944 2.61461 -0.29001 0.017
O -2.08099 3.50999 -0.08512 -0.033
H 1.28390 2.30242 1.01628 -0.006
H 2.07113 2.12245 2.36812 0.070
O 1.71112 1.66482 1.57949 -0.057
H -0.24722 1.22457 2.23590 0.004
H -0.16706 0.75303 3.68240 0.021
O -0.71984 0.67029 2.87858 -0.085
H 2.48880 0.42783 3.53384 0.050
H 1.90462 0.38709 4.94020 0.078
O 1.65265 0.39771 4.01736 -0.051
H 2.03279 -0.59617 2.18467 -0.004
H 1.34262 -1.86649 2.63967 0.030
O 2.00262 -1.55631 2.03814 -0.043
H 1.35064 4.49462 0.54194 0.069
H -0.36511 4.35180 0.51284 0.079
O 0.55628 4.01485 0.30013 -0.085
H 4.78256 -0.58996 -0.59358 0.101
H 4.20293 -1.06934 -2.09785 0.057
O 4.11330 -0.47638 -1.33949 -0.087
H -1.38678 -2.92317 -4.13568 0.045
H -2.58578 -2.86608 -3.13060 0.065
O -1.62897 -2.79890 -3.23679 -0.037
H 1.12917 3.18177 -1.64071 0.013
H -0.17176 3.67789 -1.81522 0.052
O 0.46287 3.10286 -2.31531 -0.067

=====

[2]
52
Properties=species:S:1:pos:R:3:lowdin_charge:R:1 method="wB97M-V/def2-TZVPD" smiles="NC(N)=O.NC(N)=O.CC(C)O.O.O.O.O.O.O.O.O" orbital_gap_ha=0.332
O 0.35670 0.14591 -0.49079 -0.056
H 0.28852 0.79663 0.21808 -0.002
H 1.26644 0.24504 -0.83177 0.036
O 3.08158 1.21412 -0.34685 -0.049
H 3.45540 0.83221 0.45686 0.050
H 2.84248 2.13091 -0.11728 0.015
O -2.49207 -1.03931 -1.56473 -0.070
H -1.56167 -0.78595 -1.47053 -0.004
H -2.62878 -1.11075 -2.51544 0.039
O 2.37496 -1.96278 -2.94790 -0.063
H 1.45111 -2.04696 -2.66525 0.021
H 2.78681 -2.77821 -2.64403 0.053
O 1.20071 0.39471 -3.99723 -0.058
H 1.70347 -0.35497 -3.61935 0.004
H 0.52361 -0.01321 -4.54680 0.044
O 2.79415 2.61611 -3.18935 -0.068
H 2.78115 2.05005 -3.96631 0.013
H 1.98319 2.38921 -2.72690 0.005
O 1.45110 3.42442 0.28001 -0.043
H 0.76856 4.08897 0.42744 0.061
H 1.36686 2.81886 1.02077 0.012
O -0.95787 2.06852 1.44168 -0.047
H -0.29949 1.86937 2.11793 0.026
H -1.61567 2.60944 1.89605 0.068
C -2.30301 3.34450 -2.27460 -0.677
O -1.31826 3.94199 -2.69441 0.018
N -2.24430 2.18661 -1.56398 0.169
N -3.56796 3.80262 -2.57641 0.132
H -1.35427 1.86489 -1.23100 0.072
H -3.14004 1.81421 -1.31418 0.090
H -3.63465 4.67266 -3.06322 0.093
H -4.31383 3.13533 -2.66136 0.085
C -0.29599 -3.91431 -0.64176 -0.640
O 0.48857 -3.94969 -1.59987 0.001
N -0.59019 -2.80283 0.06931 0.165
N -1.14878 -4.97260 -0.43757 0.147
H -1.33874 -2.76159 0.72954 0.093
H -0.05259 -1.96868 -0.08337 0.062
H -1.83533 -4.85591 0.28332 0.087
H -1.24429 -5.71600 -1.09599 0.099
C 0.55926 -0.94112 5.40887 -0.066
C 0.58817 -1.64332 4.05991 -0.481
C -0.46866 -1.03672 3.12887 -0.041
O 1.89432 -1.60893 3.49513 -0.045
H -0.20813 -1.27678 6.10777 0.081
H 0.53488 0.15125 5.36773 0.076
H 1.48904 -1.15835 5.94809 0.082
H 0.44017 -2.71607 4.18095 0.139
H -1.49551 -1.18152 3.45833 0.091
H -0.31591 -1.34291 2.10005 0.045
H -0.28369 0.03954 3.16035 0.050
H 2.23846 -0.70861 3.52119 0.085

=====

[3]
49
Properties=species:S:1:pos:R:3:lowdin_charge:R:1 method="wB97M-V/def2-TZVPD" orbital_gap_ha=0.331 charge=-1
C -0.99141 -0.02119 -0.03114 -0.181
C -0.45846 0.45714 -1.43530 -0.348
C -0.70137 1.97769 -1.59961 -0.053
C -1.09078 -0.42753 -2.53399 -0.056
N 0.07043 0.00092 1.01475 -0.060
C -0.10063 -1.21032 1.91127 -0.322
O -0.27737 -2.37367 1.20320 -0.250
H -1.81047 0.61954 0.31095 0.087
H -1.31864 -1.08903 -0.14335 0.115
H 0.59902 0.29042 -1.35458 0.088
H -0.34219 2.42554 -0.68531 0.070
H -1.68185 2.27524 -1.76843 0.040
H -0.20089 2.30388 -2.51411 0.076
H -1.43505 0.01783 -3.43697 0.064
H -0.41109 -1.24835 -2.77807 0.088
H -2.09325 -0.71591 -2.31043 0.039
H 0.97414 -0.04639 0.49505 0.093
H 0.81878 -1.20271 2.51813 0.121
H -1.00730 -1.03266 2.47499 0.105
H 2.41665 1.77520 0.38438 0.003
H 3.89990 1.38867 0.06346 0.068
O 3.21982 1.50257 0.76685 -0.056
H 2.87597 -2.16925 -1.77973 0.040
H 3.96952 -1.68114 -0.78432 0.051
O 3.74114 -1.68756 -1.81937 -0.153
H -4.45030 0.63855 1.36176 0.031
H -3.79423 1.93077 1.53991 -0.008
O -4.57307 1.54366 1.10161 -0.068
H -1.80833 -3.07822 0.85478 0.002
H -2.42722 -2.97315 2.22163 -0.014
O -2.60279 -3.33019 1.37213 -0.094
H 0.79337 -2.48772 0.59674 0.007
H 2.17640 -3.54840 0.30097 0.070
O 1.84351 -2.63659 0.03842 -0.235
H -1.80795 3.07586 2.43151 0.051
H -1.27874 1.82597 1.82907 0.015
O -2.10678 2.32350 1.93575 -0.045
H -4.12127 1.29049 -0.96880 0.031
H -3.37410 0.12506 -1.70482 -0.035
O -4.10644 0.71445 -1.77811 -0.069
H 1.90605 2.27614 2.48896 0.027
H 0.54942 1.48120 2.21555 -0.020
O 0.93285 2.30063 2.58143 -0.098
H 3.29559 -0.12898 -1.88193 -0.037
H 2.89294 0.95470 -2.92630 0.067
O 3.09702 0.82672 -1.95965 -0.108
H 3.00970 -1.77790 0.58386 -0.031
H 3.49559 -0.28656 0.86788 -0.009
O 3.79416 -1.18892 0.72934 -0.099

=====

[4]
51
Properties=species:S:1:pos:R:3:lowdin_charge:R:1 method="wB97M-V/def2-TZVPD" orbital_gap_ha=0.328 charge=-1
O -1.01862 -1.40156 1.36697 -0.048
C -0.10046 -1.32492 0.52650 -0.451
N 0.76596 -0.30559 0.53307 0.119
C 0.38062 1.00179 1.10745 -0.305
O 0.91723 2.05177 0.39730 -0.276
C 0.11072 -2.36650 -0.56984 -0.116
C -0.09558 -1.78017 -1.95292 -0.203
C -1.60342 -1.41888 -2.14304 -0.093
H 1.57681 -0.31361 -0.07338 0.117
H -0.68565 1.09973 0.86981 0.094
H 0.61823 1.07168 2.17908 0.117
H 0.92656 -2.98767 -0.17682 0.125
H -0.67651 -3.11611 -0.44417 0.096
H 0.04951 -2.56501 -2.69376 0.108
H 0.31804 -0.79215 -2.13663 0.083
H -2.24852 -1.95268 -1.41413 0.074
H -1.81559 -0.40964 -1.78367 0.074
H -2.02575 -1.73169 -3.08146 0.071
H 2.23200 1.81405 -0.06533 0.011
H 3.89315 1.91928 0.40340 0.017
O 3.21248 1.37107 0.02410 -0.155
H 2.26226 -1.81395 1.61407 0.014
H 3.29689 -1.09981 1.21057 0.011
O 3.18095 -2.05080 1.39696 -0.066
H -3.01699 0.68541 2.09073 0.050
H -2.28485 -0.16961 1.12774 0.005
O -3.18694 0.20955 1.26709 -0.075
H 1.07635 2.17583 -4.10870 0.001
H 0.12972 3.14359 -3.29178 -0.010
O 0.16041 2.38743 -3.92045 -0.104
H 3.31249 -0.20973 3.26152 0.016
H 3.42633 0.96351 2.26425 -0.005
O 3.82515 0.56438 3.04364 -0.053
H -1.80888 -3.15914 1.45607 0.013
H -1.06214 -4.00797 2.45594 0.025
O -1.56289 -4.08648 1.64510 -0.070
H -1.26764 -1.49579 3.51120 0.000
H -0.51975 -0.23085 3.58645 0.003
O -0.82666 -0.94394 4.15520 -0.057
H -3.84481 -0.39536 -1.55619 -0.012
H -4.42949 -0.12966 -0.21877 -0.016
O -4.61044 0.02003 -1.14558 -0.066
H -0.35899 4.36181 -1.32120 0.043
H 0.52486 3.26153 -0.90322 -0.009
O 0.32344 3.78219 -1.68341 -0.064
H 2.70638 0.76632 -2.03880 -0.005
H 3.15411 -0.28700 -3.02528 0.037
O 2.39967 0.24054 -2.77201 -0.038
H -1.13489 3.00401 0.29656 -0.001
H -2.68258 3.07463 0.49015 0.023
O -1.91226 3.57611 0.23962 -0.047

=====

[5]
49
Properties=species:S:1:pos:R:3:lowdin_charge:R:1 method="wB97M-V/def2-TZVPD" orbital_gap_ha=0.355 charge=+1
C 0.67390 0.78826 -2.64312 -0.143
C 1.73734 -0.37804 -2.72999 -0.151
C 1.53075 -1.70074 -1.95721 -0.173
C 1.80810 -1.52050 -0.45558 -0.206
N 1.03774 -2.45441 0.38348 -0.154
C 1.68716 -3.73892 0.51326 -0.108
N -0.65728 0.42058 -2.15977 0.151
H 0.49548 1.02641 -3.67733 0.117
H 1.09032 1.62755 -2.04299 0.121
H 1.84985 -0.49866 -3.80889 0.110
H 2.62997 0.07997 -2.28468 0.115
H 2.30888 -2.29593 -2.40070 0.105
H 0.59634 -2.23456 -2.18046 0.104
H 1.78391 -0.50372 -0.06848 0.109
H 2.82758 -1.85266 -0.33438 0.106
H 0.97409 -2.02907 1.29056 0.086
H 1.04043 -4.35322 1.14130 0.088
H 2.61788 -3.70114 1.05880 0.081
H 1.80520 -4.25514 -0.43013 0.090
H -0.95610 -0.46744 -2.61581 0.095
H -1.32518 1.07574 -2.53483 0.132
H -0.81517 0.29658 -1.13343 0.163
H -1.17008 3.27167 1.35883 0.002
H -1.85364 4.36392 0.52270 0.074
O -1.17494 3.65666 0.44621 -0.090
H -0.74546 0.71502 1.95311 -0.005
H 0.47614 0.20600 2.52117 0.029
O -0.28510 -0.12075 2.05001 -0.040
H -1.83275 -3.33715 0.42540 0.036
H -0.61526 -2.76030 -0.25414 -0.016
O -1.55799 -3.00896 -0.43493 -0.093
H -1.72872 -2.00868 -3.74354 0.041
H -2.36958 -2.05781 -2.44477 0.056
O -2.28706 -1.46715 -3.22088 -0.023
H 1.80787 2.19898 4.68079 0.064
H 2.59573 2.45431 3.33805 0.064
O 1.75201 2.52266 3.78727 -0.022
H -2.35091 0.42795 3.17017 -0.045
H -3.69162 -0.25146 3.45389 0.074
O -3.25920 0.53423 3.05464 -0.032
H 0.09466 2.81989 3.26849 0.058
H -1.52598 2.36291 3.37753 0.047
O -0.76923 2.55095 2.84897 -0.058
H -2.73100 2.38216 -0.54655 0.015
H -3.67625 1.27530 -0.87691 0.075
O -2.72589 1.47654 -0.84425 -0.045
H 2.37897 3.12040 0.36082 0.075
H 0.84298 2.88911 0.39395 -0.037
O 1.66112 2.45267 0.42436 -0.041

=====

[6]
51
Properties=species:S:1:pos:R:3:lowdin_charge:R:1 method="wB97M-V/def2-TZVPD" smiles="CCC(=O)N(C)C.O.O.O.O.O.O.O.O.O.O.O" orbital_gap_ha=0.377
C 2.40001 1.30109 -2.08415 -0.164
C 2.24549 2.81782 -2.05598 -0.098
C 1.29184 0.61388 -1.31650 -0.465
N 1.27669 0.77804 -0.02228 -0.061
C 2.63813 1.10640 0.66542 0.001
C 0.15189 0.47572 0.89557 -0.043
O 0.32993 -0.02346 -1.79869 -0.043
H 2.21304 0.98255 -3.15987 0.132
H 3.43944 0.98353 -1.82762 0.114
H 1.28095 3.18428 -1.75854 0.072
H 2.37152 3.27629 -3.17613 0.125
H 3.05774 3.37016 -1.57700 0.066
H 2.65463 2.28958 0.69381 0.098
H 3.54152 0.94061 -0.01829 0.087
H 2.69608 0.93829 1.77907 0.102
H -0.06649 -0.54574 1.05720 0.046
H -0.78126 0.91453 0.40377 0.127
H 0.27236 0.86178 1.85318 0.058
H -4.02723 -2.28576 0.98635 0.075
H -3.29416 -1.72347 -0.26306 -0.046
O -3.94733 -1.53237 0.36713 -0.049
H 0.94841 3.45994 2.59757 0.079
H -0.32557 2.71845 1.61235 0.038
O 0.45441 3.40187 1.70885 -0.159
H -1.84921 1.25156 2.31044 -0.071
H -1.93732 2.13350 3.54977 0.054
O -1.81195 2.11587 2.61122 -0.029
H -3.58269 1.80409 -2.51382 -0.021
H -3.13788 1.19952 -1.16517 0.015
O -3.63146 1.88114 -1.61847 0.001
H 0.99901 -3.87587 -2.33873 0.110
H 1.09280 -2.21903 -2.79057 -0.019
O 1.52366 -3.02118 -2.52422 -0.076
H -2.55086 -0.56878 1.20719 0.071
H -2.01787 -1.07890 2.70844 -0.038
O -2.39533 -0.40745 2.19797 -0.065
H 0.68278 -1.77498 -0.38393 0.084
H 1.87975 -2.70082 -0.15099 -0.026
O 1.15571 -2.41734 0.27735 -0.035
H 2.20402 -2.49944 3.18508 0.046
H 1.10645 -2.21302 2.06695 0.019
O 1.43905 -1.95284 2.97783 -0.089
H -1.39478 -0.57992 -1.50312 -0.017
H -1.76491 -1.92906 -2.06620 0.016
O -1.94394 -1.32560 -1.39287 -0.003
H -0.58379 -2.19023 3.30691 -0.003
H -1.44982 -2.39136 4.54490 0.010
O -1.41464 -2.46342 3.65085 0.021
H -0.21672 -0.87031 -3.14830 -0.006
H -0.44734 -0.95847 -4.68473 0.012
O -0.77481 -1.25165 -3.87596 -0.050

=====

[7]
52
Properties=species:S:1:pos:R:3:lowdin_charge:R:1 method="wB97M-V/def2-TZVPD" smiles=CCNC[C@@H](N)CS.O.O.O.O.O.O.O.O.O.O orbital_gap_ha=0.309
N 2.46022 -0.24965 -0.32987 0.069
C 1.84698 -0.02835 1.05790 -0.384
C 2.95700 0.59185 1.93089 -0.446
S 3.93408 2.07899 1.15724 0.653
C 0.53506 0.83814 0.97194 -0.177
N -0.60170 0.11961 0.34873 -0.070
C -0.37775 -1.35101 -0.21184 -0.172
C -1.71805 -1.96415 -0.71615 -0.046
H 1.82705 -0.07345 -1.08689 0.058
H 2.45419 2.19656 -1.84650 -0.076
H 2.94523 -1.02375 -0.36012 0.009
H 1.78271 -0.97349 1.59511 0.121
H 2.55572 0.89615 2.98156 0.098
H 3.77205 -0.16872 2.07708 0.066
H 0.72619 1.76208 0.44067 0.107
H 0.35750 1.21918 1.94436 0.079
H -1.34755 0.19983 1.01493 0.026
H 0.17049 -1.91232 0.52614 0.076
H 0.37224 -1.16646 -0.94330 0.057
H -1.79011 -2.86328 -0.13188 0.039
H -2.50221 -1.13206 -0.46653 0.101
H -1.73552 -2.20192 -1.68658 0.013
H -1.37246 -2.23664 3.62277 0.128
H -1.75726 -2.00784 2.07306 -0.035
O -1.86087 -2.58918 2.77349 -0.047
H -1.26765 -4.94496 1.04316 -0.004
H -0.96213 -3.84771 1.79516 0.052
O -0.65152 -4.27980 0.91854 -0.078
H -3.18165 2.09210 -0.26404 0.083
H -1.73549 1.53399 -0.48072 0.079
O -2.27248 2.13518 0.19171 -0.151
H 0.52671 -3.47631 -3.11973 0.046
H 1.24673 -2.15878 -3.52565 -0.039
O 1.16695 -3.03520 -3.69526 -0.009
H 3.39971 2.12111 -0.05254 -0.227
H 1.71158 3.11776 -2.72840 0.003
O 2.62069 2.89082 -2.39884 -0.056
H -3.50833 -0.48134 -1.73260 -0.059
H -4.25715 -1.63096 -2.37912 0.082
O -4.37426 -0.78806 -1.84476 -0.059
H -0.20668 3.12414 -3.54793 0.062
H -0.04510 4.03151 -2.22736 0.109
O -0.04259 3.08999 -2.59279 -0.074
H -1.61287 0.27467 -4.82235 0.071
H -2.17539 -0.72508 -3.81852 -0.091
O -1.99185 0.09831 -3.94160 0.022
H -1.89069 1.41374 2.72699 0.043
H -3.18252 1.22919 1.94935 0.070
O -2.66372 0.79635 2.70138 -0.105
H -0.67400 -0.20004 2.95995 -0.054
H -0.94924 0.51707 4.39935 0.104
O -0.31892 0.00955 3.79148 -0.064

=====

[8]
52
Properties=species:S:1:pos:R:3:lowdin_charge:R:1 method="wB97M-V/def2-TZVPD" orbital_gap_ha=0.320 charge=+1
C 1.93960 -0.04780 -0.81212 -0.241
O 2.92267 0.85869 -0.39674 -0.070
C 0.63626 0.70032 -1.04355 -0.260
C -0.52367 -0.23774 -0.87922 -0.258
C -1.81039 0.25663 -1.52553 -0.555
S -3.17567 -0.81178 -1.06030 0.840
C -3.60258 0.06916 0.52889 -0.363
N 0.74834 1.18570 -2.52368 0.200
H 2.23788 -0.69033 -1.67396 0.126
H 1.83422 -0.89222 -0.06487 0.099
H 2.68962 1.35896 0.45576 0.116
H 0.34056 1.60607 -0.45147 0.150
H -0.58243 -0.37605 0.26686 0.121
H -0.36627 -1.29845 -1.40849 0.146
H -1.87848 1.32015 -1.25462 0.052
H -1.80203 0.45732 -2.62898 0.096
H -4.55521 0.55856 0.40429 0.028
H -2.77268 0.74549 0.78498 -0.007
H -3.65671 -0.59549 1.43199 0.040
H 0.84214 0.29094 -3.18612 0.171
H 1.57339 1.81044 -2.45291 0.168
H 0.06167 1.90269 -2.70868 0.083
H -0.60697 4.09137 -1.63285 0.032
H -1.87431 3.37620 -2.06718 0.049
O -0.96545 3.56394 -2.33174 -0.043
H 1.49373 2.89976 2.75036 0.053
H 0.13495 2.34493 2.10650 0.030
O 1.13720 2.42956 1.98234 -0.079
H 1.18182 -1.38497 1.43352 0.016
H -0.10496 -2.16573 1.37813 0.062
O 0.73065 -2.04212 0.85271 -0.147
H -2.10297 -1.90534 3.00417 0.090
H -0.70847 -1.51285 3.47115 0.130
O -1.39627 -1.29671 2.72256 -0.086
H -2.45107 1.59374 2.82581 0.120
H -1.58212 0.34253 2.41463 0.003
O -1.63909 1.32284 2.29905 -0.120
H 1.34160 -3.48463 -1.47376 0.033
H 0.04789 -4.22917 -2.02973 0.076
O 0.94821 -3.92253 -2.24366 -0.049
H 2.51223 -3.26277 1.08349 0.050
H 3.79233 -2.65262 1.72189 0.119
O 2.94091 -3.14043 1.94551 -0.047
H 2.13585 -0.82167 3.62143 -0.012
H 2.14810 -2.06336 2.80508 0.023
O 1.57300 -1.30754 3.14774 -0.034
H 1.35608 -2.39426 -3.45688 0.090
H 2.12444 -1.22731 -4.31242 0.052
O 1.38860 -1.39217 -3.73262 -0.089
H -1.77767 4.05348 0.73794 0.020
H -1.31992 2.69893 0.90405 -0.046
O -1.55857 3.31763 0.27125 0.024

=====

What are the ΔE to the lowest compared entry with this formula, charge and spin values for these records? In order: 335.9 90.5 103.7 345.0 196.5 489.9 628.3 188.4 kJ/mol.
What are the energy values for these records? In order: -1050.8724 -1256.4228 -1092.1523 -1242.6514 -996.7472 -1167.8370 -1470.8136 -1491.1992 Eh.
What are the HOMO values for these records? In order: -12.1256 -9.4568 -6.1960 -6.3010 -12.0072 -10.0582 -8.5104 -11.1608 eV.